[1]
Entry from OMol25: a molecular structure, C2H4O3S2 in a non-equilibrium geometry (ωB97M-V/def2-TZVPD).

Cartesian coordinates (Å):
C: 1.359 1.095 -0.104
C: -0.014 -0.834 0.567
O: -1.036 0.379 -1.454
O: -2.088 0.769 0.805
O: 0.248 1.590 0.482
S: -0.548 -2.390 0.171
S: -0.951 0.499 -0.026
H: 2.290 0.953 0.404
H: 1.221 0.679 -1.209
H: 0.431 -0.611 1.468
H: -0.913 -2.129 -1.104

Computed properties:
Relative energy (zero: lowest compared OMol25 entry of this formula, charge and spin)   97.9 kcal per mole
Spin multiplicity   1
Molar mass   140.19 g mol⁻¹
Largest force on an atom   4.2 eV/A
HOMO-LUMO gap (spin up / spin down)   7.513 / 8.413 eV
Total charge   0



[2]
Entry from OMol25: 3 unconnected molecules or ions with the total composition C60H63IN2O9S2 in a non-equilibrium geometry (ωB97M-V/def2-TZVPD).

Cartesian coordinates (Å):
H: -5.007 2.443 -1.950
N: -4.853 3.367 -2.373
C: -3.731 3.298 -2.984
C: -3.258 4.630 -3.708
C: -2.773 2.073 -3.134
C: -2.809 0.969 -2.028
C: -2.969 1.554 -0.532
C: -4.267 0.968 0.193
O: -3.726 -0.123 -2.153
C: -4.705 -0.042 -3.170
C: -5.414 -1.471 -3.192
O: -6.776 -1.386 -3.619
C: -7.217 -2.749 -3.742
O: -8.643 -2.829 -3.725
C: -8.948 -4.225 -3.896
C: -9.190 -4.576 -5.433
O: -10.053 -3.566 -5.978
C: -1.334 0.306 -2.007
C: -1.273 -1.015 -1.129
C: 0.169 -1.696 -1.310
C: 1.358 -0.754 -0.865
S: 2.514 -1.741 0.204
C: 3.995 -2.178 -0.765
S: 4.861 -3.459 -0.168
N: 4.353 -1.396 -1.944
C: 4.327 -2.182 -3.172
C: 4.886 -1.544 -4.392
C: 4.933 -2.251 -5.680
C: 4.418 -3.632 -5.796
C: 3.841 -4.244 -4.609
C: 3.790 -3.532 -3.320
C: 5.681 -0.783 -1.834
C: 6.951 -1.518 -1.916
C: 8.264 -0.850 -1.839
C: 8.247 0.614 -1.689
C: 6.991 1.365 -1.591
C: 5.699 0.688 -1.667
O: -0.734 0.196 -3.295
C: -1.355 -0.764 -4.140
C: -0.365 -0.972 -5.380
I: -0.999 0.346 -6.994
C: -0.435 -2.475 -5.887
C: 0.587 -3.404 -5.090
H: -3.995 4.975 -4.476
H: -3.247 5.420 -2.900
H: -2.206 4.550 -4.079
H: -2.885 1.699 -4.195
H: -1.728 2.507 -3.116
H: -2.114 1.224 0.130
H: -2.962 2.672 -0.501
H: -4.428 1.507 1.171
H: -5.188 1.036 -0.438
H: -4.082 -0.125 0.405
H: -4.333 0.108 -4.217
H: -5.543 0.688 -3.007
H: -4.858 -2.176 -3.889
H: -5.322 -1.907 -2.159
H: -6.813 -3.137 -4.723
H: -6.814 -3.319 -2.850
H: -8.098 -4.895 -3.558
H: -9.834 -4.537 -3.274
H: -8.213 -4.555 -5.989
H: -9.622 -5.608 -5.467
H: -9.457 -2.845 -6.244
H: -0.711 1.061 -1.437
H: -2.012 -1.797 -1.431
H: -1.330 -0.747 -0.035
H: 0.137 -2.608 -0.643
H: 0.304 -2.080 -2.357
H: 1.950 -0.515 -1.797
H: 1.038 0.156 -0.302
H: 5.294 -0.504 -4.405
H: 5.368 -1.728 -6.563
H: 4.505 -4.133 -6.784
H: 3.453 -5.285 -4.700
H: 3.358 -4.047 -2.434
H: 6.916 -2.627 -2.062
H: 9.213 -1.430 -1.896
H: 9.223 1.161 -1.657
H: 6.972 2.482 -1.496
H: 4.718 1.229 -1.620
H: -1.495 -1.785 -3.695
H: -2.330 -0.445 -4.592
H: 0.677 -0.733 -5.054
H: -0.066 -2.472 -6.952
H: -1.479 -2.890 -5.869
H: 0.218 -3.592 -4.038
H: 0.770 -4.376 -5.626
H: 1.538 -2.800 -5.015
O: 2.477 -4.599 7.854
C: 2.475 -3.510 7.311
C: 1.792 -2.353 7.942
C: 1.167 -2.513 9.176
C: 0.559 -1.427 9.791
C: 0.575 -0.177 9.178
C: 1.181 -0.017 7.941
C: 1.786 -1.105 7.317
C: 2.416 -0.927 5.986
O: 2.364 0.148 5.414
C: 3.115 -2.076 5.365
C: 3.741 -1.912 4.133
C: 4.426 -2.970 3.556
C: 4.490 -4.198 4.208
C: 3.856 -4.371 5.431
C: 3.162 -3.313 6.011
H: 1.157 -3.482 9.659
H: 0.077 -1.553 10.754
H: 0.111 0.672 9.666
H: 1.186 0.957 7.466
H: 3.699 -0.956 3.624
H: 4.915 -2.836 2.597
H: 5.034 -5.022 3.759
H: 3.906 -5.330 5.932
O: 1.908 7.290 3.078
C: 1.250 6.600 3.835
C: 0.298 7.224 4.788
C: 0.144 8.607 4.800
C: -0.771 9.196 5.659
C: -1.538 8.406 6.511
C: -1.376 7.028 6.515
C: -0.454 6.433 5.659
C: -0.275 4.960 5.685
O: -0.891 4.277 6.481
C: 0.661 4.335 4.718
C: 0.811 2.952 4.706
C: 1.659 2.354 3.785
C: 2.359 3.137 2.871
C: 2.223 4.518 2.889
C: 1.378 5.123 3.815
H: 0.735 9.226 4.135
H: -0.892 10.274 5.664
H: -2.262 8.867 7.174
H: -1.972 6.418 7.184
H: 0.265 2.338 5.412
H: 1.771 1.280 3.776
H: 3.015 2.668 2.146
H: 2.773 5.123 2.177

Computed properties:
Spin multiplicity   1
SMILES string   [H]/N=C(/C)C[C@@](CC)(OCCOCOCCO)[C@@H](CCCSC(=S)N(c1ccccc1)c1ccccc1)OC[C@H](I)CC.O=C1c2ccccc2C(=O)c2ccccc21.O=C1c2ccccc2C(=O)c2ccccc21
Molar mass   1147.21 g mol⁻¹
Largest force on an atom   3.6 eV/A
HOMO-LUMO gap   7.572 eV
Total charge   0



[3]
Entry from OMol25: a gas-phase ion, C5H13N2O (charge -1) in a non-equilibrium geometry (ωB97M-V/def2-TZVPD).

Cartesian coordinates (Å):
N: -1.893 1.512 0.784
C: -0.890 2.392 -0.001
C: 0.497 1.862 -0.077
N: 0.722 0.510 -0.690
C: 1.568 -0.397 0.002
C: 1.131 -1.774 -0.611
C: 0.018 -2.394 0.330
O: -1.150 -1.748 0.035
H: -1.381 1.304 1.842
H: -1.772 0.559 0.326
H: -1.042 3.389 0.594
H: -1.356 2.559 -0.952
H: 1.116 2.610 -0.646
H: 1.027 1.870 0.914
H: -0.140 -0.013 -0.714
H: 1.380 -0.235 1.034
H: 2.580 -0.323 -0.246
H: 2.083 -2.461 -0.776
H: 0.859 -1.555 -1.666
H: -0.035 -3.531 0.123
H: 0.131 -2.469 1.370

Computed properties:
Relative energy (zero: lowest compared OMol25 entry of this formula, charge and spin)   57.0 kcal per mole
Spin multiplicity   1
SMILES string   NCCNCCC[O-]
Molar mass   117.17 g mol⁻¹
Largest force on an atom   4.4 eV/A
HOMO-LUMO gap   6.554 eV
Total charge   -1



[4]
Entry from OMol25: 8 unconnected molecules or ions with the total composition C12H32O16S2 in a non-equilibrium geometry (ωB97M-V/def2-TZVPD).

Cartesian coordinates (Å):
O: -25.458 -11.557 -20.088
S: -24.829 -10.428 -19.325
O: -24.201 -9.296 -19.994
O: -26.062 -9.809 -18.375
C: -27.305 -9.444 -19.029
C: -28.271 -8.635 -18.217
C: -23.604 -10.966 -18.049
H: -27.773 -10.415 -19.189
H: -27.053 -8.951 -19.968
H: -27.627 -8.021 -17.588
H: -28.929 -9.242 -17.594
H: -28.900 -8.036 -18.876
H: -23.270 -10.273 -17.277
H: -22.648 -11.160 -18.535
H: -23.894 -11.984 -17.788
O: -21.997 -14.617 -26.393
S: -22.502 -13.343 -26.970
O: -22.364 -13.119 -28.411
O: -24.074 -13.126 -26.507
C: -24.566 -13.832 -25.358
C: -25.773 -14.759 -25.568
C: -21.622 -11.963 -26.066
H: -24.784 -13.000 -24.688
H: -23.789 -14.336 -24.783
H: -26.718 -14.278 -25.820
H: -26.010 -15.248 -24.623
H: -25.682 -15.481 -26.380
H: -21.970 -12.024 -25.034
H: -21.990 -11.136 -26.674
H: -20.576 -12.100 -26.339
O: -23.823 -6.647 -21.291
H: -23.667 -7.510 -20.908
H: -23.240 -6.061 -20.808
O: -26.058 -5.503 -22.206
H: -25.409 -4.835 -22.427
H: -25.565 -6.167 -21.724
O: -28.672 -6.319 -22.121
H: -27.751 -6.142 -21.931
H: -28.921 -5.645 -22.754
O: -28.411 -12.056 -20.772
H: -28.119 -12.627 -20.062
H: -28.191 -12.534 -21.571
C: -25.728 -10.114 -23.071
C: -25.957 -8.663 -23.302
O: -25.990 -8.552 -24.692
C: -25.229 -9.659 -25.199
O: -25.051 -9.868 -26.377
O: -25.063 -10.542 -24.236
H: -26.731 -10.497 -22.887
H: -25.047 -10.254 -22.231
H: -25.172 -7.967 -23.005
H: -26.848 -8.313 -22.781
C: -25.092 -9.857 -30.084
C: -25.638 -9.000 -31.161
O: -26.141 -10.003 -31.961
C: -26.550 -11.031 -31.136
O: -27.254 -11.980 -31.456
O: -26.107 -10.832 -29.929
H: -24.982 -9.256 -29.182
H: -24.174 -10.378 -30.356
H: -24.798 -8.400 -31.510
H: -26.382 -8.256 -30.878

Computed properties:
Spin multiplicity   2
Molar mass   496.51 g mol⁻¹
Largest force on an atom   5.7 eV/A
Expectation value of S²   0.756
HOMO-LUMO gap (spin up / spin down)   8.346 / 2.100 eV
Total charge   +1



[5]
Entry from OMol25: C3H8N2O in the gas phase (ωB97M-V/def2-TZVPD).

Cartesian coordinates (Å):
C: -1.055 -0.493 1.146
N: -0.471 -0.203 -0.225
C: -1.031 1.073 -0.751
C: 1.023 -0.236 -0.556
O: 1.406 0.095 -1.655
N: 1.753 -0.701 0.458
H: -0.540 -1.390 1.523
H: -0.784 0.376 1.759
H: -0.857 -0.940 -0.817
H: -0.668 1.247 -1.764
H: -2.113 0.979 -0.701
H: -0.709 1.880 -0.088
H: 2.745 -0.809 0.323
H: 1.302 -0.880 1.347

Computed properties:
Relative energy (zero: lowest compared OMol25 entry of this formula, charge and spin)   76.4 kcal per mole
Spin multiplicity   1
Molar mass   88.11 g mol⁻¹
Largest force on an atom   0.6 eV/A
HOMO-LUMO gap   7.589 eV
Total charge   0



[6]
Entry from OMol25: C17H25N3O4S in the gas phase (ωB97M-V/def2-TZVPD).

Cartesian coordinates (Å):
C: -3.919 -2.620 -1.436
C: -3.952 -2.487 0.080
C: -5.018 -1.483 0.541
C: -4.638 -0.097 0.133
C: -5.292 0.622 -0.819
C: -4.851 1.939 -1.192
O: -5.341 2.689 -2.008
N: -3.695 2.341 -0.489
C: -3.110 1.556 0.437
S: -1.676 2.200 1.218
C: -1.115 0.718 2.116
C: -0.311 -0.220 1.225
O: -0.753 -1.319 0.947
N: 0.869 0.227 0.756
C: 1.558 1.441 1.129
C: 2.780 1.111 1.991
C: 3.704 0.124 1.274
C: 4.416 0.783 0.101
O: 4.256 1.918 -0.264
O: 5.276 -0.069 -0.460
C: 6.015 0.396 -1.593
C: 5.202 0.278 -2.873
C: 2.911 -1.102 0.800
C: 1.701 -0.667 -0.025
N: -3.541 0.394 0.775
H: -3.683 -1.665 -1.900
H: -4.882 -2.957 -1.816
H: -3.160 -3.340 -1.734
H: -4.172 -3.459 0.525
H: -2.976 -2.159 0.442
H: -5.081 -1.516 1.631
H: -5.989 -1.743 0.119
H: -6.158 0.232 -1.328
H: -3.318 3.256 -0.710
H: -0.547 1.064 2.978
H: -2.017 0.192 2.428
H: 0.896 2.122 1.659
H: 1.893 1.942 0.216
H: 3.320 2.034 2.205
H: 2.454 0.668 2.934
H: 4.491 -0.212 1.958
H: 6.903 -0.238 -1.629
H: 6.305 1.438 -1.422
H: 5.815 0.566 -3.721
H: 4.862 -0.746 -3.011
H: 4.337 0.936 -2.828
H: 3.552 -1.754 0.207
H: 2.562 -1.660 1.670
H: 1.095 -1.530 -0.305
H: 2.025 -0.142 -0.930

Computed properties:
Relative energy (zero: lowest compared OMol25 entry of this formula, charge and spin)   3.2 kcal per mole
Spin multiplicity   1
SMILES string   CCCc1cc(=O)[nH]c(SCC(=O)N2CCC(C(=O)OCC)CC2)n1
Molar mass   367.47 g mol⁻¹
Largest force on an atom   0.7 eV/A
HOMO-LUMO gap   9.132 eV
Total charge   0



[7]
Entry from OMol25: 19 unconnected molecules or ions with the total composition ClH36O22 in a non-equilibrium geometry (ωB97M-V/def2-TZVPD).

Cartesian coordinates (Å):
Cl: -19.874 0.894 -30.549
O: -21.039 1.738 -30.095
O: -20.208 0.256 -31.815
O: -18.688 1.797 -30.717
O: -19.539 -0.178 -29.548
O: -18.084 1.954 -33.536
H: -17.923 1.078 -33.208
H: -19.043 1.901 -33.487
O: -20.802 2.142 -34.051
H: -21.626 1.911 -33.626
H: -20.998 2.816 -34.693
O: -19.784 -2.575 -31.673
H: -19.872 -3.421 -31.165
H: -20.656 -2.190 -31.636
O: -16.337 0.734 -30.235
H: -15.855 0.315 -30.927
H: -17.172 1.136 -30.567
O: -22.360 3.835 -31.813
H: -22.436 4.197 -32.690
H: -22.148 2.934 -31.930
O: -16.466 3.444 -31.740
H: -16.971 2.936 -32.364
H: -16.421 4.289 -32.141
O: -20.741 0.811 -27.015
H: -21.443 0.206 -26.878
H: -20.208 0.315 -27.652
O: -21.687 4.129 -28.785
H: -21.612 3.332 -29.314
H: -21.112 4.089 -28.036
O: -17.552 -0.951 -27.712
H: -18.394 -1.010 -28.227
H: -17.492 -1.745 -27.181
O: -19.798 4.077 -31.816
H: -20.766 4.139 -31.778
H: -19.609 3.192 -31.560
O: -23.356 -0.621 -30.435
H: -23.807 -0.001 -29.870
H: -22.795 -0.046 -30.908
O: -23.028 1.212 -33.051
H: -22.805 0.261 -33.024
H: -23.962 1.184 -32.818
O: -22.100 -1.322 -33.375
H: -22.101 -2.212 -33.693
H: -21.267 -0.960 -33.660
O: -23.230 1.648 -28.634
H: -23.215 1.681 -27.709
H: -22.296 1.507 -28.828
O: -17.823 -0.619 -32.825
H: -18.738 -0.740 -32.918
H: -17.391 -1.138 -33.440
O: -19.200 -3.059 -28.745
H: -19.485 -2.697 -27.931
H: -19.980 -2.878 -29.292
O: -16.891 -2.173 -30.649
H: -17.507 -1.569 -31.022
H: -16.450 -2.805 -31.230
O: -20.002 -0.384 -34.815
H: -19.308 -0.129 -35.455
H: -20.353 0.491 -34.711

Computed properties:
Relative energy (zero: lowest compared OMol25 entry of this formula, charge and spin)   38.6 kcal per mole
Spin multiplicity   1
Molar mass   423.72 g mol⁻¹
Largest force on an atom   3.5 eV/A
HOMO-LUMO gap   8.578 eV
Total charge   -1



[8]
Entry from OMol25: a molecular structure, C4H15CoN2O in a non-equilibrium geometry (ωB97M-V/def2-TZVPD).

Cartesian coordinates (Å):
C: -0.795 -1.603 -0.927
Co: 0.135 0.032 0.215
N: 1.179 1.667 0.552
H: 1.361 -0.347 -0.825
H: 0.709 2.503 0.195
H: 0.815 -0.967 -1.201
H: -0.447 -2.142 -1.823
H: -1.745 -1.105 -1.170
H: -0.963 -2.333 -0.121
H: 1.287 1.779 1.557
H: 2.115 1.645 0.137
C: -2.738 -0.122 3.780
N: -2.718 1.090 2.969
C: -3.629 2.185 3.255
C: -1.894 1.162 1.924
O: -1.090 0.219 1.686
H: -3.482 0.051 4.566
H: -1.752 -0.305 4.227
H: -3.030 -0.991 3.173
H: -3.075 3.111 3.463
H: -4.297 2.374 2.404
H: -4.218 1.906 4.131
H: -1.934 2.074 1.300

Computed properties:
Relative energy (zero: lowest compared OMol25 entry of this formula, charge and spin)   30.9 kcal per mole
Spin multiplicity   4
Molar mass   166.11 g mol⁻¹
Largest force on an atom   2.7 eV/A
Expectation value of S²   3.785
HOMO-LUMO gap (spin up / spin down)   2.815 / 6.102 eV
Total charge   -1